Computed, not measured: C36H47As3P2PtS2 as an isolated structure, with ωB97M-V/def2-TZVPD.

XYZ file:
```
91
Properties=species:S:1:pos:R:3:mulliken_spin:R:1
Pt -0.051 -0.977 0.965 0.949
S -1.969 0.673 2.206 0.199
P -3.006 -0.576 1.012 -0.006
C -1.886 -1.643 0.328 0.317
P -1.525 -2.560 -1.052 -0.016
S 0.484 -2.556 -1.199 0.195
C -2.136 -4.270 -0.913 0.027
C -2.453 -5.046 -2.024 -0.004
C -2.861 -6.364 -1.861 0.003
C -2.950 -6.913 -0.591 0.003
C -2.629 -6.146 0.521 -0.001
C -2.223 -4.830 0.362 0.013
C -2.337 -1.932 -2.552 0.012
C -1.606 -1.321 -3.564 -0.018
C -2.263 -0.741 -4.643 0.000
C -3.648 -0.767 -4.712 0.004
C -4.384 -1.372 -3.701 0.002
C -3.732 -1.950 -2.625 0.008
C -3.915 0.366 -0.246 0.041
C -5.303 0.336 -0.354 0.006
C -5.935 1.043 -1.371 0.000
C -5.186 1.777 -2.278 0.004
C -3.801 1.809 -2.173 -0.002
C -3.169 1.105 -1.164 -0.016
C -4.303 -1.453 1.945 -0.023
C -4.864 -0.909 3.095 0.000
C -5.862 -1.598 3.773 0.009
C -6.296 -2.833 3.310 0.001
C -5.732 -3.384 2.167 0.002
C -4.737 -2.694 1.488 0.016
H -2.381 -4.621 -3.017 -0.002
H -3.109 -6.961 -2.729 0.000
H -3.269 -7.940 -0.468 0.000
H -2.697 -6.573 1.514 0.000
H -1.980 -4.212 1.219 -0.011
H -0.525 -1.308 -3.494 -0.002
H -1.690 -0.270 -5.432 0.000
H -4.158 -0.313 -5.552 0.000
H -5.465 -1.381 -3.748 0.000
H -4.309 -2.410 -1.830 -0.004
H -5.892 -0.239 0.349 0.000
H -7.015 1.019 -1.449 0.000
H -5.680 2.325 -3.071 0.000
H -3.216 2.376 -2.886 0.000
H -2.088 1.117 -1.076 0.012
H -4.508 0.047 3.458 -0.002
H -6.298 -1.172 4.668 0.000
H -7.069 -3.370 3.844 0.000
H -6.058 -4.352 1.808 0.000
H -4.277 -3.126 0.608 0.014
C 1.999 -3.308 3.366 0.020
As 0.781 -1.815 3.090 0.137
C -0.670 -2.350 4.259 0.003
C 1.505 -0.364 4.182 0.014
C 2.748 0.431 3.711 0.001
C 3.120 1.333 4.897 0.000
C 2.454 1.371 2.521 0.000
As 1.729 0.680 0.836 0.071
C 3.243 0.221 -0.288 -0.001
C 1.222 2.376 0.047 0.008
C 3.902 -0.538 3.386 0.000
As 5.762 0.119 3.554 0.000
C 6.556 -1.639 3.213 0.000
C 6.091 0.828 1.755 0.001
H 2.881 -3.201 2.740 0.002
H 1.472 -4.216 3.075 -0.001
H 2.291 -3.377 4.415 0.006
H -0.307 -2.580 5.261 0.005
H -1.167 -3.222 3.837 0.004
H -1.384 -1.527 4.292 -0.001
H 1.714 -0.785 5.171 -0.001
H 0.653 0.314 4.293 -0.002
H 2.252 1.913 5.218 0.001
H 3.916 2.031 4.633 0.000
H 3.468 0.737 5.744 0.000
H 3.352 1.949 2.288 -0.001
H 1.691 2.093 2.832 0.003
H 3.967 1.032 -0.352 0.002
H 2.835 0.007 -1.276 -0.002
H 3.722 -0.683 0.080 0.000
H 2.032 3.104 0.094 0.003
H 0.349 2.749 0.580 0.002
H 0.947 2.194 -0.991 0.004
H 3.763 -0.987 2.397 -0.005
H 3.880 -1.359 4.110 0.001
H 6.397 -2.289 4.072 0.000
H 7.629 -1.526 3.060 0.000
H 6.117 -2.101 2.327 0.000
H 5.555 1.764 1.604 0.000
H 5.805 0.116 0.983 0.000
H 7.159 1.032 1.669 0.000
```

Values from the calculation:
**2S+1**: 3
**Kohn-Sham gap (spin up / spin down)**: 6.2 / 6.9 eV
**Relative energy (zero: lowest compared OMol25 entry of this formula, charge and spin)**: 2.6 kcal per mole

---

Computed, not measured: one molecule with the formula C5H8N2, with ωB97M-V/def2-TZVPD.

XYZ file:
```
15
Properties=species:S:1:pos:R:3:nbo_charge:R:1
C 0.208 0.814 -2.251 -0.622
C -0.034 0.197 -0.905 -0.089
C -0.916 -0.813 -0.613 -0.095
N -0.809 -1.101 0.728 -0.514
C 0.121 -0.280 1.303 0.280
N 0.404 -0.427 2.680 -0.836
C 0.619 0.540 0.319 -0.342
H 0.540 1.853 -2.155 0.213
H 0.982 0.276 -2.811 0.213
H -0.702 0.815 -2.860 0.215
H -1.602 -1.352 -1.253 0.207
H -1.268 -1.848 1.222 0.413
H 1.341 -0.102 2.884 0.376
H -0.241 0.107 3.256 0.369
H 1.357 1.322 0.455 0.213
```

Values from the calculation:
**Kohn-Sham gap**: 8.7 eV
**Relative energy (zero: lowest compared OMol25 entry of this formula, charge and spin)**: 2.3 kcal per mole
**SMILES string**: Cc1c[nH]c(N)c1

---

Computed, not measured: a 2-piece molecular cluster, C23H28BFN overall, with ωB97M-V/def2-TZVPD.

XYZ file:
```
54
Properties=species:S:1:pos:R:3:nbo_charge:R:1
F -1.671 -3.828 6.193 -0.296
C -1.875 -3.285 4.967 0.393
C -2.577 -3.991 4.002 -0.152
C -2.788 -3.442 2.753 -0.214
C -2.312 -2.190 2.464 -0.073
C -1.625 -1.419 3.426 -0.180
C -1.222 -0.118 3.029 0.161
C -0.731 1.009 3.733 -0.114
C -0.523 2.189 2.985 -0.083
C -0.123 3.356 3.583 -0.234
C 0.107 3.393 4.944 -0.073
C -0.073 2.252 5.706 -0.222
C -0.489 1.080 5.121 -0.105
C -1.404 -2.020 4.684 -0.180
H -2.967 -4.962 4.249 0.252
H -3.351 -3.984 2.012 0.248
H -2.476 -1.768 1.487 0.237
H -1.365 0.068 1.977 0.234
H -0.717 2.171 1.926 0.234
H -0.026 4.253 2.994 0.243
H 0.410 4.314 5.412 0.239
H 0.091 2.291 6.771 0.241
H -0.661 0.226 5.744 0.214
H -0.828 -1.536 5.443 0.229
C 1.212 -2.498 -2.959 -0.636
C 1.980 -1.345 -2.340 -0.196
N 1.252 -0.014 -2.408 -0.430
C 2.129 1.034 -1.745 -0.196
C 1.514 2.420 -1.713 -0.634
C 0.828 0.351 -3.759 0.237
C 1.774 0.522 -4.756 -0.252
C 1.403 0.866 -6.042 -0.202
C 0.072 1.046 -6.352 -0.198
C -0.883 0.880 -5.370 -0.187
C -0.506 0.535 -4.086 -0.248
B 0.040 -0.190 -1.405 -0.267
H 0.412 -0.489 -0.325 -0.054
H 1.813 -3.411 -3.009 0.229
H 0.314 -2.743 -2.390 0.233
H 0.899 -2.256 -3.977 0.222
H 2.227 -1.559 -1.295 0.224
H 2.940 -1.220 -2.849 0.197
H 2.379 0.696 -0.735 0.222
H 3.077 1.058 -2.290 0.199
H 2.220 3.173 -1.352 0.225
H 1.191 2.727 -2.710 0.225
H 0.642 2.466 -1.058 0.225
H 2.815 0.384 -4.522 0.213
H 2.152 0.994 -6.808 0.224
H -0.223 1.314 -7.355 0.223
H -1.926 1.020 -5.608 0.221
H -1.256 0.407 -3.327 0.253
H -0.588 0.802 -1.295 -0.042
H -0.706 -1.030 -1.765 -0.032
```

Values from the calculation:
**Kohn-Sham gap**: 5.6 eV
**Total charge**: +1
**Relative energy (zero: lowest compared OMol25 entry of this formula, charge and spin)**: 0.0 kcal per mole

---

Computed, not measured: one molecule with the formula C3H3NO2, with ωB97M-V/def2-TZVPD.

XYZ file:
```
9
Properties=species:S:1:pos:R:3:nbo_charge:R:1
N 0.204 -2.506 -1.689 -0.278
C 0.310 -1.496 -1.139 0.250
C 0.488 -0.216 -0.448 -0.189
O -0.793 0.227 0.000 -0.485
C -0.755 1.053 1.061 0.646
O 0.245 1.436 1.602 -0.568
H 0.915 0.517 -1.139 0.233
H 1.169 -0.326 0.400 0.252
H -1.783 1.311 1.351 0.139
```

Values from the calculation:
**Kohn-Sham gap**: 12.2 eV
**Relative energy (zero: lowest compared OMol25 entry of this formula, charge and spin)**: 28.5 kcal per mole
**SMILES string**: N#CCOC=O